# 1
Density functional theory data (the ωB97M-V functional and the def2-TZVPD basis) for a 2-piece molecular cluster, C2H8N2PS overall.

## Properties
charge	+1
LUMO	-4.4	eV
HOMO-LUMO gap	9.4542	eV
2S+1	1

Atoms and positions in Å:
C (2.00299, -1.59291, -0.97975)
C (0.77727, 0.28686, 0.56002)
N (-2.17799, 0.04935, 0.32677)
N (0.20161, 1.39359, 0.88251)
P (-2.64331, 1.42877, -0.28071)
S (1.70241, 0.17541, -0.86653)
H (0.93432, -2.07614, -0.93447)
H (2.83916, -1.96146, -0.25011)
H (2.46622, -1.67897, -1.97095)
H (0.84397, -0.55670, 1.26599)
H (0.20007, 2.24805, 0.32104)
H (-2.88812, -0.59847, 0.50691)
H (-0.30191, 1.55803, 1.69899)
H (-3.95669, 1.32458, -0.27970)



# 2
Density functional theory data (the ωB97M-V functional and the def2-TZVPD basis) for C4H8S in the gas phase.

## Properties
LUMO	1.1	eV
structure (SMILES)	C[C@@H]1S[C@@H]1C
HOMO-LUMO gap	9.9500	eV
2S+1	1

Atoms and positions in Å:
C (-1.08330, -0.78514, -0.51129)
C (-1.08181, 0.48912, 0.24802)
C (0.38912, 0.90529, 0.53868)
C (1.52900, -0.00845, -0.08724)
H (-0.76037, -0.78296, -1.59113)
H (-1.99842, -1.40474, -0.54298)
H (-0.46268, -1.50684, 0.08356)
H (-1.74392, 0.43833, 1.12241)
H (0.37874, 1.08859, 1.75337)
H (2.28148, 0.33175, 0.55091)
H (1.34529, -1.10548, 0.00368)
H (1.80157, 0.26919, -1.11995)
S (-0.59469, 2.07134, -0.44807)



Listing F_max for the structures above in their given order: 2.9; 3.4 eV/Å.
Listing energy relative to the best compared isomer or geometry (same formula, charge and spin) for the structures above in their given order: 2.061; 1.224 eV.